Entry 1:
A single C3H7FN2S molecule at a distorted geometry, computed with the ωB97M-V functional and the def2-TZVPD basis.

As for the highest occupied orbital energy: -8.52 eV. Its SMILES is CNNC(=S)CF.

```
! RIJCOSX wB97M-V def2-TZVPD def2/J DEFGRID3
* xyz 0 1
C -2.6997 -0.7405 0.4088
N -1.7375 0.0272 -0.3499
N -0.5332 -0.6378 -0.4171
C 0.6217 -0.1805 0.0115
S 2.0172 -1.0465 0.0047
C 0.6266 1.2783 0.5285
F 0.2395 2.2805 -0.2843
H -2.5136 -0.6197 1.4968
H -2.5490 -1.8090 0.2546
H -3.7232 -0.5203 0.1824
H -2.0462 0.3610 -1.2405
H -0.7014 -1.6073 -0.6814
H 1.7290 1.2820 0.7787
H -0.0228 1.2630 1.3698
*
```

Entry 2:
2 unconnected molecules or ions with the total composition C6H17N2 at a distorted geometry, computed with the ωB97M-V functional and the def2-TZVPD basis.

As for the highest occupied orbital energy: -12.71 eV.

```
! RIJCOSX wB97M-V def2-TZVPD def2/J DEFGRID3
* xyz 1 1
C 1.9250 0.8062 -1.5880
C 1.7783 0.6187 -0.0864
C 1.2563 -0.7776 0.2004
C -0.1465 -1.0271 -0.3369
C -1.2488 -0.2939 0.3921
C -2.6596 -0.8564 0.3390
N -3.7106 0.0594 -0.0371
N 2.8243 1.2779 0.6441
H 1.0382 0.5472 -2.1660
H 2.6730 0.1065 -1.9985
H 2.2531 1.8200 -1.8219
H 0.8124 1.3674 0.1270
H 1.1571 -0.7899 1.2976
H 1.9242 -1.5660 -0.1456
H -0.2518 -0.8116 -1.4015
H -0.3152 -2.1162 -0.2540
H -1.2648 0.7256 -0.0115
H -1.0338 -0.1660 1.4935
H -2.9000 -1.5279 1.1825
H -2.5984 -1.7365 -0.3438
H 0.3211 1.1739 1.3102
H -4.5224 -0.0768 0.5569
H -3.4134 1.0024 0.2000
H 3.6091 0.6751 0.8881
H 2.4932 1.5654 1.5601
*
```

Entry 3:
A molecular structure, C23H23N5Zn, computed with the ωB97M-V functional and the def2-TZVPD basis.

As for the highest occupied orbital energy: -14.42 eV.

```
! RIJCOSX wB97M-V def2-TZVPD def2/J DEFGRID3
* xyz 2 1
Zn 0.0745 -0.4828 0.5051
C -0.9337 2.9250 -1.4005
C -0.8991 2.2502 -0.0594
C -1.7495 1.1747 0.2063
C -1.7397 0.5185 1.4518
C -2.8315 -0.4665 1.8019
C -0.8016 0.9386 2.4161
C 0.0229 2.0471 2.1896
C 0.9477 2.5566 3.2586
C -0.0424 2.6813 0.9527
H -0.6271 2.2322 -2.1887
H -0.2758 3.7911 -1.4282
H -1.9454 3.2572 -1.6367
H -2.4712 0.8659 -0.5433
H -2.8749 -1.3101 1.1134
H -3.7949 0.0397 1.7418
H -2.7156 -0.8461 2.8155
H -0.8067 0.4629 3.3909
H 1.9855 2.3046 3.0299
H 0.7024 2.1417 4.2350
H 0.8903 3.6425 3.3249
H 0.5865 3.5470 0.7745
N -2.3314 -3.4595 -1.6925
C -1.6887 -2.8689 -0.7039
N -0.8934 -1.8364 -0.8507
C -0.6602 -1.3443 -2.1497
N 0.2830 -0.4807 -2.4021
N 0.9621 -0.1924 -1.2518
C 2.1804 0.1542 -1.2377
C 2.8229 0.1732 0.0954
C 4.1507 0.5073 0.2504
C 4.7352 0.3782 1.5063
C 3.9688 -0.0781 2.5614
C 2.6325 -0.3749 2.3346
N 2.0686 -0.2573 1.1349
C -1.4572 -1.8683 -3.2486
C -1.3824 -1.3534 -4.5470
C -2.1211 -1.9293 -5.5559
C -2.9327 -3.0363 -5.2918
C -3.0144 -3.5628 -4.0199
C -2.2766 -2.9676 -3.0052
H -2.9159 -4.2603 -1.4952
H -1.8526 -3.2707 0.2887
H 2.7516 0.3316 -2.1455
H 4.7233 0.8512 -0.6008
H 5.7790 0.6250 1.6484
H 4.3856 -0.2076 3.5499
H 1.9951 -0.7157 3.1412
H -0.7348 -0.5089 -4.7363
H -2.0674 -1.5300 -6.5592
H -3.5019 -3.4895 -6.0923
H -3.6420 -4.4212 -3.8118
*
```

> Which of these has the highest highest occupied orbital energy?

C3H7FN2S

> highest occupied orbital energy of number 2 (C6H17N2)?

-12.71 eV

> Which of these has the highest highest occupied orbital energy?

C3H7FN2S